Entry 1:
{"formula": "C18H23IIrN4OS2Si", "method": "ωB97M-V/def2-TZVPD", "elements": ["Ir", "I", "S", "S", "Si", "O", "N", "N", "N", "N", "C", "C", "C", "C", "C", "C", "C", "C", "C", "C", "C", "C", "C", "C", "C", "C", "C", "C", "H", "H", "H", "H", "H", "H", "H", "H", "H", "H", "H", "H", "H", "H", "H", "H", "H", "H", "H", "H", "H", "H", "H"], "positions_angstrom": [[-0.26, -0.49, 1.10], [4.26, 3.52, 1.00], [-0.92, -2.86, -0.89], [1.12, -0.75, 4.16], [-1.84, 1.30, 1.53], [0.22, -1.34, 5.12], [1.10, 1.42, -0.81], [1.13, 0.75, 0.35], [0.78, -0.79, 2.72], [-0.86, -1.23, -0.68], [-0.77, -3.25, 0.83], [2.05, 2.37, -0.84], [-2.53, 1.98, -0.05], [-1.68, -2.61, 1.71], [-0.72, -3.92, 3.50], [-3.53, -2.32, -1.62], [0.18, -4.50, 2.62], [-5.33, -3.89, -1.31], [0.16, -4.17, 1.26], [-2.67, -3.25, -1.07], [-0.88, 2.65, 2.38], [-1.64, -2.97, 3.05], [-4.44, -4.82, -0.77], [2.72, 2.32, 0.36], [-3.18, 0.60, 2.61], [2.11, 1.29, 1.08], [-3.09, -4.51, -0.65], [-4.87, -2.65, -1.74], [0.45, 1.19, -1.54], [-2.34, -2.54, 3.75], [-5.56, -1.94, -2.17], [-4.79, -5.79, -0.45], [-0.37, 2.31, 3.28], [-0.72, -0.74, -1.55], [2.19, 3.01, -1.70], [-3.17, -1.35, -1.96], [-3.34, 2.66, 0.23], [-2.95, 1.23, -0.72], [-2.79, 0.05, 3.47], [0.90, -5.23, 2.98], [-6.37, -4.14, -1.39], [-0.70, -4.20, 4.55], [-0.15, 3.11, 1.72], [-2.49, -2.01, 1.33], [-1.61, 3.41, 2.67], [-3.86, -0.05, 2.06], [-1.79, 2.56, -0.61], [0.84, -4.65, 0.56], [-2.40, -5.23, -0.23], [2.34, 0.93, 2.07], [-3.76, 1.45, 2.99]], "relative_energy_kj_mol": 130.7, "charge": 2, "spin_multiplicity": 2, "s_squared": 0.76}

=====

Entry 2:
{"formula": "C18H23N2O6P", "method": "ωB97M-V/def2-TZVPD", "elements": ["P", "O", "O", "O", "O", "O", "O", "N", "N", "C", "C", "C", "C", "C", "C", "C", "C", "C", "C", "C", "C", "C", "C", "C", "C", "C", "C", "H", "H", "H", "H", "H", "H", "H", "H", "H", "H", "H", "H", "H", "H", "H", "H", "H", "H", "H", "H", "H", "H", "H"], "positions_angstrom": [[0.95, 0.72, -2.22], [2.41, 0.28, -1.81], [0.43, -0.50, -3.17], [0.94, 2.01, -2.89], [3.00, 2.52, 3.60], [-3.63, 1.45, 2.70], [-5.23, 0.06, 3.04], [-4.19, 0.40, 2.50], [-0.63, -0.77, -0.57], [0.88, 0.26, 1.61], [-0.12, 0.57, -0.70], [2.06, 2.75, 1.48], [-2.46, -2.27, -0.22], [-3.60, -0.52, 1.56], [-1.86, -0.01, -3.82], [1.64, 0.71, 2.68], [2.97, -2.07, -2.12], [-4.23, -1.74, 1.31], [-0.42, -0.18, -4.26], [1.30, 2.29, 0.43], [2.77, -0.92, -1.14], [-3.64, -2.61, 0.41], [3.18, 1.79, 4.80], [-1.83, -1.05, 0.03], [2.23, 1.97, 2.62], [0.70, 1.04, 0.48], [-2.42, -0.17, 0.94], [3.72, -1.80, -2.86], [2.04, -2.29, -2.64], [3.80, 2.43, 5.43], [-1.96, 0.78, 1.19], [1.16, 2.90, -0.45], [-2.01, -2.96, -0.92], [-4.11, -3.56, 0.20], [3.70, 0.85, 4.62], [0.43, -0.72, 1.68], [1.75, 0.08, 3.54], [-0.31, -1.01, -4.97], [2.02, -1.18, -0.39], [-1.94, 0.84, -3.15], [2.23, 1.60, 5.30], [2.52, 3.72, 1.45], [-2.49, 0.17, -4.69], [-2.22, -0.90, -3.31], [-0.37, -1.39, -1.33], [-0.94, 1.29, -0.85], [-5.16, -1.97, 1.81], [-0.06, 0.74, -4.73], [3.71, -0.69, -0.63], [3.30, -2.95, -1.58]], "relative_energy_kj_mol": 14.3}

=====

Entry 3:
{"formula": "C18H23N3O2PmS5", "method": "ωB97M-V/def2-TZVPD", "elements": ["Pm", "S", "S", "S", "S", "S", "O", "O", "N", "N", "N", "C", "C", "C", "C", "C", "C", "C", "C", "C", "C", "C", "C", "C", "C", "C", "C", "C", "C", "H", "H", "H", "H", "H", "H", "H", "H", "H", "H", "H", "H", "H", "H", "H", "H", "H", "H", "H", "H", "H", "H", "H"], "positions_angstrom": [[11.59, 12.28, 6.38], [9.49, 12.00, 4.32], [7.39, 7.64, 7.70], [8.29, 10.44, 8.22], [8.04, 9.60, 5.51], [9.40, 13.13, 7.71], [12.17, 11.01, 8.30], [12.87, 14.17, 6.52], [13.03, 10.64, 7.34], [12.27, 16.17, 5.58], [12.96, 10.43, 4.57], [14.41, 7.45, 6.26], [13.83, 17.59, 7.80], [13.06, 8.51, 8.50], [14.23, 9.68, 4.97], [7.91, 9.08, 7.20], [11.19, 17.66, 7.33], [11.64, 17.48, 5.86], [13.35, 9.33, 7.32], [12.44, 18.11, 8.20], [12.90, 15.44, 6.51], [13.89, 16.14, 7.48], [13.37, 7.17, 8.47], [14.02, 8.82, 6.16], [8.84, 11.20, 5.68], [13.19, 11.69, 3.88], [14.02, 6.60, 7.33], [12.06, 9.55, 3.79], [8.98, 11.59, 7.03], [12.41, 19.24, 8.23], [14.24, 5.58, 7.37], [12.50, 9.10, 9.29], [10.43, 18.50, 7.34], [12.19, 18.36, 5.57], [14.83, 15.94, 6.95], [14.37, 8.95, 4.15], [12.34, 9.39, 2.72], [12.21, 17.76, 9.26], [14.39, 18.20, 7.05], [11.02, 9.97, 3.73], [13.22, 11.60, 2.79], [10.67, 17.48, 5.21], [13.84, 15.56, 8.36], [14.02, 12.31, 4.25], [15.10, 10.34, 5.05], [10.69, 16.81, 7.75], [12.28, 12.38, 4.02], [11.84, 15.70, 4.79], [14.51, 17.68, 8.62], [11.89, 8.58, 4.32], [13.17, 6.48, 9.33], [15.22, 7.21, 5.63]], "charge": 1, "spin_multiplicity": 5, "s_squared": 6.01}

=====

Number 1: E -67517.2383 eV. Number 2: E -43592.7167 eV. Number 3: E -98328.0229 eV.